81
Properties=species:S:1:pos:R:3:forces:R:3 method="wB97M-V/def2-TZVPD" total_charge=+1
C 4.58789 -1.23530 -0.42557 -0.3 0.7 0.8
C 3.53234 -0.20125 0.11489 -0.2 -1.0 -0.2
C 2.33534 -0.07146 -0.88941 2.2 0.3 1.0
Cl 1.54671 -1.66872 -1.00661 0.0 0.6 -0.2
N 1.35712 0.97186 -0.44052 1.2 -1.7 -1.1
N 1.48542 1.28731 0.83913 -1.6 1.2 -0.6
C 0.60517 2.19344 1.17782 -0.4 1.0 1.9
C -0.37746 2.86189 0.38090 -0.3 -0.2 -1.5
C -1.27900 3.92315 1.00848 -0.4 -0.1 0.2
C -1.86440 3.48681 2.40424 0.9 0.7 -1.2
N -2.68399 2.54286 2.48357 -0.1 -0.2 0.2
C -0.45657 2.46861 -0.98190 1.5 -0.5 2.7
C 0.49238 1.44612 -1.31729 -2.0 0.8 -2.5
C 0.38502 0.95771 -2.81512 -0.1 0.6 0.5
C -0.98797 0.25087 -3.12415 -0.2 1.1 0.8
C -1.47071 -0.78254 -2.06322 -0.4 -0.6 -0.7
S -3.17326 -0.45251 -1.49555 -1.5 0.2 0.9
O -4.16556 -1.04622 -2.33268 0.7 -0.4 -0.1
O -3.36119 0.96365 -1.26718 1.1 -0.4 0.4
O -3.26212 -1.24779 -0.04692 0.8 1.1 -1.7
H 4.82944 -1.08898 -1.49196 -0.1 -0.2 0.4
H 4.21720 -2.25156 -0.20178 0.3 0.4 -0.5
H 5.49423 -1.07669 0.18839 -0.3 -0.1 -0.5
H 3.13410 -0.66747 1.03950 0.2 0.7 -0.3
H 3.99559 0.78151 0.35278 -0.4 -0.6 -0.3
H 2.81569 0.26610 -1.82503 -0.8 -0.5 0.1
H 0.63453 2.47921 2.24294 0.1 -0.3 -0.6
H -2.16504 4.09525 0.36090 0.6 -0.1 0.2
H -0.75040 4.89554 1.06427 -0.1 -0.5 0.1
H -1.53790 4.07718 3.27667 -0.3 -0.4 -0.2
H -2.87350 2.14744 1.55370 -0.1 -0.1 0.2
H -1.16229 2.88858 -1.70361 0.3 -0.3 0.3
H 0.35259 1.90301 -3.40238 0.2 -0.5 0.3
H 1.25786 0.41081 -3.19660 -0.4 0.0 0.5
H -0.95150 -0.13929 -4.15401 0.0 -0.1 0.6
H -1.73489 1.07500 -3.14372 0.3 -0.6 -0.1
H -0.86876 -0.85585 -1.14362 -0.1 0.1 -0.5
H -1.53619 -1.76874 -2.56615 0.1 0.3 0.7
H -2.35792 -1.50307 0.24651 -0.3 -0.4 0.1
C 1.25139 -0.93172 3.70916 0.1 -0.1 -0.2
O 0.27757 -0.99556 2.66766 -0.2 0.0 -0.1
H 0.75308 -0.63363 4.62851 -0.1 0.0 -0.1
H 1.71270 -1.91120 3.85231 0.1 0.1 0.1
H 2.01930 -0.19365 3.46020 0.1 0.0 0.1
H 0.73330 -1.26038 1.86213 -0.1 -0.1 0.0
C -1.11485 -4.23297 0.16784 -0.1 -0.1 0.1
O -1.15057 -2.91062 0.71100 0.1 0.3 0.1
H -1.16137 -4.16338 -0.91759 0.0 0.1 0.0
H -0.18638 -4.72978 0.45756 0.0 -0.1 -0.1
H -1.96950 -4.80741 0.52744 0.0 -0.1 -0.1
H -1.10855 -2.99319 1.67201 0.0 0.2 0.0
C -4.87675 -0.32134 3.88085 0.2 0.0 -0.3
O -5.87824 -0.45134 2.88278 -0.1 0.0 0.0
H -5.35110 -0.04615 4.82011 -0.1 0.0 -0.1
H -4.34565 -1.26906 4.01333 0.0 0.0 0.2
H -4.16606 0.46014 3.59863 0.1 0.0 0.2
H -5.43171 -0.69264 2.06530 -0.2 0.1 0.0
C 2.92359 -5.33345 -2.13134 -0.1 0.3 0.1
O 3.44537 -4.09426 -2.60159 0.1 0.0 0.0
H 3.54799 -6.13713 -2.51345 0.0 0.1 0.0
H 2.93775 -5.35710 -1.03782 0.0 -0.2 0.0
H 1.90054 -5.47197 -2.49147 0.0 -0.2 0.1
H 2.88272 -3.39507 -2.25511 0.1 -0.1 -0.1
C -5.97098 -3.32868 -0.11680 0.2 0.2 0.1
O -5.34255 -3.53409 1.14215 0.1 -0.1 0.1
H -6.54270 -4.21683 -0.37656 0.0 0.0 0.1
H -6.64637 -2.47151 -0.05364 -0.1 0.0 -0.2
H -5.20593 -3.14942 -0.87581 -0.2 0.0 -0.2
H -4.85440 -2.72716 1.33155 0.0 -0.1 0.1
C 5.75012 3.28432 1.19681 0.3 -0.1 0.2
O 5.88066 1.92393 1.60132 -0.1 0.0 -0.1
H 4.92626 3.35722 0.48793 0.0 -0.1 0.0
H 5.53595 3.91453 2.06309 0.0 0.1 -0.1
H 6.66938 3.62242 0.71447 -0.1 0.2 -0.1
H 6.61247 1.88080 2.22584 -0.1 -0.1 -0.1
C 1.18501 5.52976 -3.06553 -0.1 -0.2 0.2
O 1.71062 4.23651 -3.36301 0.0 -0.1 -0.2
H 1.47195 6.20966 -3.86306 0.0 -0.1 0.0
H 0.09407 5.48739 -3.00406 0.0 0.2 0.0
H 1.59383 5.89190 -2.11902 0.0 0.2 0.0
H 1.45003 3.64566 -2.65385 0.1 0.1 0.1

90
Properties=species:S:1:pos:R:3:forces:R:3 method="wB97M-V/def2-TZVPD" total_charge=+1
F -6.69206 0.25148 -5.73500 -0.5 0.4 0.5
C -5.57244 -0.39634 -5.97456 0.4 -0.9 -0.2
F -5.87311 -1.56616 -6.54927 0.3 -0.4 0.6
F -4.86481 0.28722 -6.84907 0.2 0.5 -0.3
C -4.73180 -0.66935 -4.67204 0.1 1.0 -0.5
F -3.50778 -0.11164 -4.90446 0.1 -0.4 0.3
F -4.52945 -1.98601 -4.56659 -0.1 -0.6 0.2
C -5.27340 -0.04344 -3.40726 0.0 -0.1 1.1
C -4.91495 -0.87725 -2.15020 -0.3 0.7 0.4
C -4.38926 -0.01920 -0.95414 0.7 -0.2 -1.0
P -2.94338 -0.87972 -0.25473 -0.7 -0.2 1.0
C -3.32348 -1.90302 1.20781 0.6 -0.4 -0.5
C -2.16412 -2.92711 1.33332 -0.4 1.1 0.7
C -2.17528 -3.70498 2.65304 -0.1 -0.5 -1.0
C -0.94178 -4.60587 2.69234 -1.0 0.1 1.1
N 0.26282 -3.90336 3.06720 -1.2 -1.0 -1.1
C 1.45032 -4.51415 3.03799 1.2 -2.1 -0.3
C 2.40971 -3.68222 3.45349 0.7 1.3 0.5
C 1.74405 -2.46355 3.74244 2.2 0.4 0.1
C 0.44808 -2.63714 3.48526 -1.6 1.0 0.0
H -4.80797 0.93527 -3.32331 0.0 0.1 -0.2
H -6.34417 0.13012 -3.40151 -0.1 -0.1 -0.4
H -4.15711 -1.61688 -2.38563 -0.3 -0.3 -0.2
H -5.82668 -1.35025 -1.80120 0.1 -0.5 -0.1
H -4.02515 0.93840 -1.32610 0.0 0.1 0.1
H -5.14305 0.17429 -0.19757 0.1 -0.1 0.2
H -1.92045 0.00769 0.08876 0.0 0.0 0.0
H -2.37206 -1.77455 -1.17331 -0.1 0.3 -0.1
H -3.40792 -1.26426 2.08316 -0.1 0.1 0.1
H -4.25126 -2.44642 1.03659 -0.3 0.2 0.0
H -2.25180 -3.61212 0.49276 0.3 -0.1 0.0
H -1.23557 -2.35170 1.27838 0.3 -0.3 -0.2
H -3.04163 -4.36798 2.62306 -0.1 0.0 0.2
H -2.28794 -3.07606 3.53243 0.2 0.1 0.0
H -1.12179 -5.37599 3.44410 0.0 -0.1 0.0
H -0.86553 -5.12356 1.73728 0.4 0.1 -0.1
H 1.64441 -5.53323 2.74927 -0.8 0.1 0.0
H 3.45543 -3.88803 3.55735 0.2 -0.1 0.0
H 2.21579 -1.57513 4.11208 0.1 0.2 -0.2
H -0.34510 -1.92677 3.60234 -0.3 0.0 0.0
C -8.77992 -0.29764 -9.32982 -0.1 -0.1 -0.1
Cl -7.95268 0.26758 -10.78400 0.0 0.0 0.0
Cl -9.50919 1.08007 -8.49349 0.0 0.0 0.0
Cl -10.04191 -1.44962 -9.77805 0.0 0.0 0.0
Cl -7.61412 -1.08070 -8.25530 -0.6 0.2 -0.7
C 0.33959 -0.85052 7.75473 0.1 0.0 0.1
Cl 1.03923 -1.38576 6.21738 -0.3 0.1 0.7
Cl -1.38608 -0.51760 7.52826 0.0 0.0 0.0
Cl 0.54377 -2.11517 8.96444 -0.2 0.0 -0.1
Cl 1.15523 0.62192 8.29947 0.0 0.0 0.0
C 4.26339 -2.61121 11.39158 0.1 0.1 -0.1
Cl 3.05329 -3.78363 11.95221 -0.2 0.2 -0.1
Cl 5.58648 -3.47144 10.59515 -0.1 0.2 -0.3
Cl 3.50949 -1.49822 10.24671 0.2 0.0 0.1
Cl 4.88484 -1.69212 12.76625 -0.1 0.1 -0.1
C 6.94976 -5.61446 14.00467 0.0 0.0 0.0
Cl 6.79002 -7.37395 13.98276 0.0 0.0 0.0
Cl 7.23857 -5.06911 15.66018 0.0 0.0 0.0
Cl 8.30896 -5.13313 12.98032 0.0 0.0 0.0
Cl 5.46565 -4.87916 13.38989 0.2 -0.6 0.6
C -1.29804 3.06571 -6.10216 0.0 0.2 -0.2
Cl -2.74691 2.13086 -6.49336 0.3 0.3 0.1
Cl -1.58475 4.76375 -6.49004 0.0 0.1 0.0
Cl -0.89854 2.95340 -4.37246 -0.1 -0.2 0.0
Cl 0.05381 2.46598 -7.05438 0.0 -0.2 0.1
C 3.02938 -6.70331 -0.45973 0.0 0.0 0.0
Cl 2.79326 -4.99940 -0.87381 0.0 0.0 0.0
Cl 2.97309 -6.88767 1.29843 0.2 -0.3 -0.2
Cl 1.74544 -7.67181 -1.19230 0.0 0.0 0.0
Cl 4.59448 -7.24525 -1.05914 0.0 0.0 0.0
C 3.44843 4.94456 -8.33187 0.0 0.0 0.0
Cl 4.07009 6.25222 -9.33968 0.0 0.0 0.0
Cl 1.75476 5.26608 -7.91467 0.1 0.1 0.0
Cl 3.54215 3.41937 -9.22029 0.0 0.0 0.0
Cl 4.41438 4.82095 -6.85758 0.0 -0.1 0.0
C 4.20075 9.08109 -5.77170 -0.1 0.0 0.0
Cl 3.83647 10.68824 -6.40113 0.0 0.0 0.0
Cl 4.22268 9.13796 -3.99140 -0.4 -0.2 -0.3
Cl 2.95308 7.94301 -6.29145 -0.1 0.1 0.1
Cl 5.75900 8.54075 -6.39617 -0.1 0.0 0.0
C 8.65480 10.30767 -3.24671 0.0 0.1 0.0
Cl 8.80396 10.84237 -1.56870 0.0 0.0 0.0
Cl 6.95433 9.98601 -3.61627 0.6 0.2 0.3
Cl 9.26520 11.56851 -4.32364 0.0 0.0 0.0
Cl 9.59495 8.82835 -3.47933 0.0 0.0 0.0
C -0.45663 4.56601 1.01619 0.0 0.0 0.0
Cl 0.67664 3.35002 1.62230 -0.1 0.0 0.0
Cl -1.99880 4.41939 1.88570 0.1 0.0 -0.1
Cl 0.20869 6.16944 1.26333 0.0 0.0 0.0
Cl -0.73886 4.29861 -0.71585 0.0 0.0 0.1

Number 1: frontier orbital gap 0.25033 Eh, molecular weight 545.1 g/mol. Number 2: frontier orbital gap 0.27945 Eh, molecular weight 1854.5 g/mol.